Density functional theory data (the ωB97M-V functional and the def2-TZVPD basis) for a gas-phase ion, C5H9N2 (charge +1) at a distorted geometry.

Computed properties:
E_HOMO = -14.76 eV
E_tot = -305.0562 a.u.
Net charge = +1
LUMO level = -5.35 eV

CARTESIAN COORDINATES (ANGSTROEM)
C  -0.12  -1.17  2.17
C  -0.28  -1.03  0.88
N  -0.91  0.19  0.23
C  -2.11  0.16  -0.25
C  0.28  0.97  -0.19
N  1.16  0.46  -0.89
C  2.39  1.23  -0.90
H  0.39  -2.10  2.54
H  -0.32  -0.36  2.89
H  -0.07  -1.73  0.07
H  -2.83  -0.68  -0.21
H  -2.45  1.14  -0.77
H  0.20  1.90  0.31
H  2.68  1.39  0.09
H  3.17  0.71  -1.49
H  2.17  2.10  -1.48